Density functional theory data (ωB97M-V with the def2-TZVPD basis set) for a molecular structure, C33H40N4O6S3SeTe2Tl.

Structure (XYZ):
```
90
Properties=species:S:1:pos:R:3:forces:R:3
Tl 0.682250 -1.339914 0.041876 -0.083 0.286 0.043
O -2.592007 -3.670061 1.946103 0.136 0.121 -0.125
C -2.053803 -2.714509 1.436061 -0.010 -0.107 -0.130
O -1.876672 -2.299355 0.283247 -0.053 -0.047 0.223
C -0.780061 -5.227369 -0.016928 0.020 0.054 -0.019
O -1.707008 -5.922792 -0.005918 0.265 0.134 -0.021
O 0.177661 -4.565480 -0.065857 -0.339 -0.285 0.033
O 1.954574 0.898252 3.470089 -0.083 -0.185 -0.106
C 1.559516 2.164538 3.693078 0.007 0.047 -0.041
C 1.914520 2.751399 4.907669 0.007 0.048 0.057
C 1.580828 4.066112 5.169532 -0.022 0.008 -0.030
C 0.896751 4.815608 4.216469 0.000 -0.015 -0.025
C 0.528030 4.221293 3.020359 -0.035 -0.071 -0.001
C 0.821882 2.885337 2.742127 -0.089 -0.003 -0.175
C 0.379984 2.247058 1.440041 0.519 -0.354 0.134
O 0.893777 1.106157 1.103494 0.131 -0.029 0.335
N -0.451328 2.943131 0.743263 -0.277 0.725 0.040
N -0.882437 2.405336 -0.447425 0.186 -0.414 -0.236
C -0.731327 3.186865 -1.426962 0.048 0.115 0.175
S -1.265290 2.818822 -3.071202 -0.186 0.304 -0.109
C -1.492609 4.570009 -3.462619 0.098 0.034 0.045
C -0.260971 5.296465 -2.952517 0.012 0.057 0.044
S 0.010711 4.798127 -1.227647 -0.094 0.004 -0.031
H 1.617288 0.697986 2.555741 -0.024 -0.061 -0.025
H 2.457620 2.150880 5.628267 -0.008 0.012 -0.050
H 1.861255 4.512036 6.117416 0.003 -0.004 -0.027
H 0.654796 5.854256 4.406344 -0.005 -0.024 -0.012
H -0.000210 4.782885 2.261436 -0.046 -0.010 0.017
H -2.391617 4.937081 -2.967766 -0.038 0.076 -0.026
H -1.607018 4.653748 -4.544299 0.008 0.030 0.018
H -0.393667 6.379366 -2.966846 0.015 -0.006 -0.017
H 0.613404 5.031668 -3.546288 -0.005 0.023 -0.070
Te -1.020645 -1.312348 2.973287 0.015 -0.077 -0.045
C -0.016296 -2.830107 4.020598 -0.078 -0.075 0.083
C 0.777998 -2.643909 5.118071 0.069 0.026 0.049
C 1.380410 -3.846037 5.591571 -0.013 0.055 -0.030
C 1.032579 -4.928916 4.844025 -0.019 -0.002 -0.032
S -0.036980 -4.492120 3.578364 -0.051 0.021 -0.040
H 0.935747 -1.670021 5.564602 0.017 -0.053 -0.029
H 2.041098 -3.895120 6.447261 -0.028 0.011 -0.026
H 1.328214 -5.959909 4.970857 0.004 0.071 0.031
C 5.361077 0.638503 -1.335640 -0.007 0.033 -0.106
Te 3.462813 0.990997 -0.385425 0.155 -0.003 0.010
C 3.988789 -0.446443 1.105198 0.023 -0.008 0.048
H 6.162464 0.729322 -0.602013 -0.062 0.023 -0.026
H 5.503206 1.392144 -2.111319 0.003 -0.053 0.038
H 5.390406 -0.351748 -1.790550 -0.020 0.053 0.037
H 4.262868 -1.377594 0.609739 -0.024 0.034 0.013
H 3.152867 -0.622513 1.775969 -0.014 0.024 -0.005
H 4.827022 -0.068362 1.687690 -0.029 -0.008 -0.022
C -1.913407 -2.024662 -6.018640 0.053 0.020 0.017
C -0.510808 -2.611745 -5.842332 -0.144 -0.009 0.080
C -0.441263 -3.789062 -4.862220 -0.009 0.087 -0.002
C -0.358269 -3.405648 -3.386689 -0.119 0.008 -0.047
N -1.569929 -2.778047 -2.880457 -0.001 -0.052 -0.074
C -1.732025 -1.450867 -2.614151 -0.216 -0.235 -0.011
Se -0.471895 -0.121138 -2.718631 0.330 -0.633 -0.007
N -3.033381 -1.268521 -2.294115 -0.132 0.149 0.147
C -3.636004 -0.001244 -1.892544 0.046 -0.008 0.041
C -3.839807 0.113157 -0.386477 0.004 -0.082 -0.031
C -4.725404 1.299217 -0.019454 0.086 0.129 -0.059
C -4.073012 2.655211 -0.296092 -0.035 -0.033 0.111
C -3.707046 -2.479172 -2.325315 0.019 0.181 -0.052
C -5.030433 -2.803225 -2.083712 -0.082 -0.018 0.034
C -5.394209 -4.134746 -2.233193 0.054 0.013 -0.040
C -4.463458 -5.103125 -2.616401 0.030 0.064 0.040
C -3.138562 -4.768946 -2.865269 -0.017 -0.081 -0.014
C -2.782415 -3.440145 -2.712440 0.253 0.025 -0.015
H -1.943781 -1.353098 -6.879363 -0.002 -0.017 0.029
H -2.221527 -1.441739 -5.149469 -0.008 -0.045 -0.023
H -2.651580 -2.815507 -6.182133 0.022 0.030 0.000
H 0.169460 -1.824822 -5.506735 0.036 -0.009 -0.051
H -0.153234 -2.960081 -6.814465 0.015 0.011 -0.007
H 0.451757 -4.383821 -5.073074 -0.007 -0.013 -0.005
H -1.304930 -4.442452 -5.023894 0.054 -0.044 -0.014
H 0.451392 -2.697080 -3.226055 0.042 0.052 0.049
H -0.157378 -4.292200 -2.783129 -0.020 0.000 0.068
H -4.591524 0.081914 -2.418426 -0.030 -0.004 -0.024
H -2.975324 0.786667 -2.249376 -0.049 0.009 -0.048
H -2.860879 0.210708 0.086660 0.021 0.007 0.015
H -4.282455 -0.812194 -0.011265 0.002 -0.036 0.010
H -4.966856 1.225521 1.043377 -0.019 0.024 0.001
H -5.675782 1.225825 -0.564168 -0.006 -0.021 0.049
H -3.106385 2.729137 0.208530 -0.197 0.000 -0.038
H -4.708309 3.470516 0.057065 -0.016 -0.003 -0.027
H -3.892381 2.808562 -1.363652 0.008 -0.017 0.020
H -5.750605 -2.053792 -1.781389 0.036 -0.019 0.015
H -6.419303 -4.426971 -2.045822 0.019 -0.006 0.012
H -4.775894 -6.135262 -2.708814 0.004 0.021 -0.006
H -2.416524 -5.521214 -3.157267 -0.026 0.021 0.022
```
Forces are in eV/Å.

Computed properties:
- multiplicity = 1
- net charge = -1
- gap between HOMO and LUMO (eV) = 6.550
- total energy (Eh) = -6256.631462